1.
A cluster of 2 separate species, C4H11NO3 in total in a non-equilibrium geometry, computed with ωB97M-V with the def2-TZVPD basis set.

For the LUMO energy, the calculation gives 0.656 eV. The SMILES is CC[C@@H](N)C(=O)O.O. The HOMO-LUMO gap is 10.154 eV.

```
19
Properties=species:S:1:pos:R:3:forces:R:3:nbo_charge:R:1
O -0.22013 -0.69328 1.29759 -0.628 -0.599 0.337 -0.59
C -0.96099 0.14015 0.84551 2.075 0.158 -0.212 0.80
O -1.54048 1.09837 1.57286 -1.274 0.544 -0.197 -0.69
C -1.03652 0.40149 -0.64769 -1.549 0.545 -0.271 -0.14
C 0.26670 0.87035 -1.28903 0.289 -1.019 -0.171 -0.41
C 1.00502 1.94748 -0.52646 0.145 1.379 0.552 -0.63
N -1.72022 -0.70946 -1.29018 -0.050 -0.438 0.282 -0.84
H -1.75195 0.89557 2.49418 0.627 -0.444 -0.050 0.51
H -1.76027 1.20223 -0.75366 0.041 0.555 0.102 0.20
H 0.88023 -0.01990 -1.46361 0.154 0.078 0.288 0.21
H -0.00109 1.18501 -2.29409 -0.065 0.260 -0.129 0.21
H 2.04426 1.75240 -0.28525 0.076 -0.531 -0.011 0.22
H 0.51962 2.20984 0.41927 -0.004 -0.330 0.036 0.21
H 1.05425 2.92717 -1.01471 -0.232 -0.265 -0.417 0.21
H -1.74483 -0.62486 -2.29575 0.113 -0.087 0.039 0.37
H -1.41678 -1.62953 -0.99696 0.298 0.155 -0.178 0.37
H 2.69072 -3.35797 1.59378 -0.213 0.117 -0.056 0.47
H 1.37174 -3.72668 2.31691 -0.030 0.207 -0.171 0.47
O 2.32073 -3.86839 2.31726 0.227 -0.285 0.228 -0.94
```
Forces are in eV/Å.



2.
A structure of composition C10H25N3S3W, computed with ωB97M-V with the def2-TZVPD basis set.

As for the spin multiplicity: 3. For the LUMO energy (alpha / beta), the calculation gives -16.513 / -16.043 eV. As for the expectation value of S²: 2.026. Its net charge is +4. The HOMO-LUMO gap (alpha / beta) is 7.524 / 8.559 eV.

```
42
Properties=species:S:1:pos:R:3:forces:R:3:nbo_charge:R:1
W 0.07285 -0.04906 -0.18808 0.085 -0.015 0.312 1.39
N 2.09087 1.01552 -0.29838 -0.443 -0.212 0.237 -0.87
C 2.65615 1.25628 1.07538 -0.025 0.060 0.403 -0.25
C 1.50595 1.54283 2.01544 0.384 0.181 -0.048 -0.26
N 0.43534 0.48315 1.92883 0.047 -0.081 -0.334 -0.62
C 0.67240 -0.76021 2.74849 0.172 -0.387 0.135 -0.26
C 1.56285 -1.75079 2.03111 0.030 0.191 0.343 -0.26
N 1.01223 -1.95924 0.64684 -0.200 0.496 0.020 -0.87
H 1.99457 1.92450 -0.75494 -0.052 0.038 -0.095 0.44
H 2.80404 0.54261 -0.86137 -0.012 -0.087 -0.096 0.45
H 3.23709 0.39272 1.38188 0.026 -0.059 -0.085 0.24
H 3.34246 2.10465 1.07291 -0.011 0.011 -0.133 0.29
H 1.86393 1.63713 3.04348 -0.088 -0.076 0.026 0.29
H 1.04464 2.49892 1.75436 -0.086 -0.037 0.015 0.24
H -0.37753 0.91424 2.37126 -0.115 -0.008 -0.144 0.45
H 1.09679 -0.49782 3.72063 -0.030 0.114 -0.029 0.29
H -0.30317 -1.21390 2.94283 -0.044 0.086 -0.022 0.24
H 2.59194 -1.41335 1.96243 0.034 -0.013 -0.098 0.24
H 1.58482 -2.68822 2.58905 -0.039 -0.064 -0.101 0.29
H 1.74598 -2.37009 0.06173 0.020 0.025 -0.123 0.45
H 0.31990 -2.70837 0.70285 -0.067 -0.051 -0.061 0.44
C -2.04952 2.19115 -1.98555 0.056 -0.007 -0.084 -0.53
C -2.35067 2.39924 -0.51745 -0.022 0.021 0.037 -0.53
S -2.21543 0.87509 0.48849 0.410 -0.220 -0.352 0.44
C -3.50947 -0.21759 -0.23081 -0.067 0.046 0.081 -0.53
C -3.03592 -1.64445 -0.36205 0.013 0.002 -0.006 -0.52
S -1.45253 -1.82287 -1.26674 0.092 0.449 0.096 0.41
C -1.70760 -1.03080 -2.91045 -0.031 -0.071 -0.034 -0.54
C -0.58515 -0.07132 -3.26324 -0.023 0.059 -0.049 -0.53
S -0.38951 1.42952 -2.19960 -0.128 -0.371 0.261 0.41
H -2.00281 3.15957 -2.49119 0.030 -0.019 -0.027 0.33
H -2.78662 1.58567 -2.51013 0.013 -0.013 0.012 0.26
H -3.36305 2.79081 -0.37437 -0.008 -0.033 0.042 0.32
H -1.66660 3.11048 -0.04965 -0.028 0.016 0.015 0.28
H -3.83882 0.21401 -1.17413 0.031 0.007 -0.001 0.26
H -4.35300 -0.17413 0.46465 0.009 0.033 0.000 0.32
H -3.78312 -2.25341 -0.87947 0.050 -0.041 -0.033 0.33
H -2.85107 -2.11654 0.60556 -0.020 -0.041 -0.017 0.28
H -2.69819 -0.57944 -2.94097 0.019 0.021 0.041 0.27
H -1.70807 -1.84510 -3.64070 0.001 -0.032 0.041 0.32
H -0.69475 0.27699 -4.29453 0.037 0.058 0.004 0.33
H 0.39966 -0.55616 -3.20941 -0.020 0.024 -0.150 0.27
```
Forces are in eV/Å.



3.
A structure of composition C24H28BCaCl5N6O, computed with ωB97M-V with the def2-TZVPD basis set.

For the LUMO energy, the calculation gives 0.439 eV. The HOMO-LUMO gap is 8.558 eV.

```
66
Properties=species:S:1:pos:R:3:forces:R:3:nbo_charge:R:1
Ca 0.09573 0.10231 -0.07117 -0.199 0.183 -0.341 1.77
C 5.36482 0.85458 0.98566 0.073 0.019 0.085 -0.60
C 3.84241 0.84618 0.93041 0.027 -0.088 -0.064 -0.26
C 3.25053 1.93726 1.82374 -0.045 0.074 0.103 -0.59
C 3.27585 -0.50424 1.27978 -0.068 0.301 -0.055 0.19
C 3.83634 -1.57583 1.98061 0.009 -0.086 -0.030 -0.36
C 2.83281 -2.52473 2.01897 -0.068 -0.139 0.080 0.01
N 1.75153 -2.04593 1.39313 -0.173 0.267 -0.205 -0.33
N 2.02391 -0.78741 0.93023 -0.143 -0.583 0.163 -0.46
B 0.36140 -2.75488 1.24903 0.037 -0.050 0.015 0.53
N -0.05193 -2.95914 -0.25100 -0.097 0.351 0.029 -0.33
C -0.16649 -4.14548 -0.86106 0.161 -0.127 0.088 0.02
C -0.63468 -3.95463 -2.14252 -0.132 -0.045 0.031 -0.36
C -0.82607 -2.57250 -2.24104 0.149 0.407 -0.057 0.19
N -0.46093 -1.97034 -1.11284 0.178 -0.480 0.489 -0.46
C -1.33042 -1.76697 -3.40774 -0.069 -0.168 -0.033 -0.26
C -0.23706 -1.55461 -4.45781 0.088 0.042 -0.091 -0.59
C -1.93882 -0.43556 -2.98303 0.006 0.191 -0.035 -0.60
N -0.74039 -1.99130 2.04102 0.042 0.263 -0.270 -0.34
C -1.41018 -2.41919 3.11914 0.081 -0.137 0.054 0.02
C -2.24784 -1.41529 3.55828 -0.001 -0.071 -0.001 -0.36
C -2.03103 -0.36138 2.66198 -0.006 0.256 -0.124 0.20
N -1.12876 -0.71090 1.75152 0.167 -0.583 0.230 -0.45
C -2.63470 1.01412 2.61934 0.067 -0.022 0.014 -0.25
C -4.14025 0.95563 2.37584 -0.128 -0.018 0.012 -0.60
C -2.30880 1.79015 3.89456 -0.011 0.028 0.096 -0.60
H 5.75420 1.81495 0.64544 -0.024 -0.008 -0.019 0.22
H 5.79620 0.06946 0.36339 -0.019 0.011 -0.014 0.21
H 5.71788 0.70696 2.00989 -0.022 -0.019 -0.011 0.20
H 3.53565 1.05354 -0.09980 0.028 0.013 -0.016 0.21
H 3.52003 1.77043 2.86975 0.023 -0.016 -0.024 0.21
H 2.15958 1.96556 1.76922 0.010 -0.020 -0.035 0.21
H 3.62577 2.92035 1.53042 -0.002 -0.016 -0.014 0.21
H 4.82993 -1.65546 2.38574 -0.016 -0.004 -0.001 0.23
H 2.80270 -3.51321 2.44841 0.073 0.029 0.019 0.22
H 0.47754 -3.84548 1.73756 -0.014 0.017 -0.022 -0.03
H 0.09262 -5.04517 -0.32631 -0.012 -0.011 -0.071 0.22
H -0.83462 -4.70382 -2.88925 -0.024 0.003 0.015 0.23
H -2.12311 -2.36360 -3.86990 0.015 -0.013 0.003 0.21
H 0.47374 -0.79076 -4.13260 0.008 -0.039 0.066 0.20
H -0.66860 -1.21522 -5.40102 -0.013 0.020 0.021 0.21
H 0.32363 -2.46927 -4.65174 -0.050 -0.024 0.004 0.22
H -1.17792 0.25469 -2.60437 0.036 -0.051 0.035 0.18
H -2.71257 -0.55328 -2.22363 0.011 -0.041 -0.003 0.22
H -2.37629 0.07491 -3.84283 -0.043 -0.070 -0.004 0.22
H -1.22991 -3.41220 3.49913 -0.050 0.032 0.034 0.22
H -2.91391 -1.44159 4.40330 -0.001 -0.003 -0.010 0.23
H -2.16587 1.53905 1.78094 -0.006 0.001 -0.007 0.22
H -4.65341 0.44868 3.19702 0.039 0.007 0.011 0.20
H -4.37964 0.41741 1.45724 0.040 0.009 -0.004 0.21
H -4.55242 1.96320 2.29741 0.012 -0.009 0.000 0.21
H -2.73702 1.30020 4.77283 -0.007 -0.013 -0.027 0.20
H -2.71910 2.80032 3.84377 0.007 -0.012 -0.022 0.21
H -1.23155 1.86891 4.04718 -0.006 -0.008 -0.027 0.22
Cl 3.64337 6.38978 -1.52568 0.008 0.002 -0.018 0.05
C 2.49698 5.17037 -1.11958 0.009 0.015 0.000 -0.14
C 2.51379 3.94227 -1.77174 -0.015 -0.026 0.006 -0.06
Cl 3.68463 3.62030 -2.99243 -0.002 0.011 0.015 0.05
C 1.58503 2.97280 -1.42444 0.140 -0.206 -0.234 -0.16
Cl 1.62704 1.39598 -2.21603 -0.032 0.396 0.177 -0.03
C 0.61090 3.16151 -0.42593 -0.151 -0.319 0.108 0.41
O -0.20917 2.22360 -0.08619 0.049 0.469 -0.098 -0.91
C 0.61982 4.41811 0.21520 0.074 0.122 -0.037 -0.16
Cl -0.53832 4.66769 1.46624 0.033 -0.023 -0.037 0.04
C 1.54179 5.39654 -0.12514 -0.067 0.062 0.099 -0.05
Cl 1.51750 6.90919 0.70063 0.013 -0.050 -0.040 0.05
```
Forces are in eV/Å.